(1)
Computed, not measured: one molecule with the formula C4H5N3O at a distorted geometry, with ωB97M-V/def2-TZVPD.

Values from the calculation:
Energy relative to the best compared isomer or geometry (same formula, charge and spin) in eV: 3.474
SMILES: C#C/C=N/NC(N)=O
Lowest unoccupied orbital energy in eV: 0.17
E_HOMO in eV: -9.158
E in Ha: -394.839899

Last columns: bonded neighbours and bond lengths (Å).
Cartesian coordinates (Å):
1 C -3.738 0.286 -0.184  C2 1.193, H9 1.079
2 C -2.636 -0.154 -0.063  C1 1.193, C3 1.433
3 C -1.296 -0.650 0.046  C2 1.433, N4 1.273, H10 1.136
4 N -0.248 0.035 0.279  C3 1.273, N5 1.336
5 N 0.870 -0.673 0.098  N4 1.336, C6 1.358, H11 1.004
6 C 2.074 -0.082 -0.119  N5 1.358, N7 1.366, O8 1.235
7 N 2.208 1.278 -0.079  C6 1.366, H12 1.043, H13 1.025
8 O 3.023 -0.863 -0.233  C6 1.235
9 H -4.679 0.770 -0.398  C1 1.079
10 H -1.096 -1.762 -0.068  C3 1.136
11 H 1.020 -1.642 0.314  N5 1.004
12 H 3.133 1.657 0.220  N7 1.043
13 H 1.366 1.800 0.187  N7 1.025

These are the Löwdin partial charges, in e, on atoms 1 to 4:
1. C 0.118
2. C -0.111
3. C -0.177
4. N 0.054

=====

(2)
Computed, not measured: a 3-piece molecular cluster, C13H20BrF9N6O8PS overall, with ωB97M-V/def2-TZVPD.

Values from the calculation:
Energy relative to the best compared isomer or geometry (same formula, charge and spin) in eV: 0.000
Lowest unoccupied orbital energy in eV: -4.21
E_HOMO in eV: -12.231
Total charge: +1
E in Ha: -5649.688659

Last columns: bonded neighbours and bond lengths (Å).
Cartesian coordinates (Å):
1 C -1.770 -1.622 2.947  P2 1.801, H32 1.088, H33 1.092, H34 1.090
2 P -0.264 -1.817 1.980  C1 1.801, O3 1.633, N4 1.816
3 O 0.672 -0.726 2.755  P2 1.633, H35 0.963
4 N -0.787 -0.900 0.502  P2 1.816, C5 1.311, H36 1.012
5 C -1.074 0.373 0.373  N4 1.311, N6 1.330, N15 1.398
6 N -1.076 1.272 1.352  C5 1.330, C7 1.320
7 C -1.406 2.434 0.821  N6 1.320, C8 1.477, N13 1.331
8 C -1.485 3.688 1.598  C7 1.477, C9 1.560, H37 1.087, H38 1.090
9 C -0.057 4.163 2.009  C8 1.560, C10 1.540, H39 1.093, H40 1.088
10 C 0.211 5.653 1.724  C9 1.540, C11 1.535, H41 1.092, H42 1.093
11 C 0.381 6.514 2.984  C10 1.535, O12 1.418, H43 1.091, H44 1.094
12 O 1.085 5.878 4.037  C11 1.418, H45 0.962
13 N -1.623 2.339 -0.489  C7 1.331, Br14 1.834, N15 1.403
14 Br -2.097 3.686 -1.639  N13 1.834
15 N -1.412 0.995 -0.832  C5 1.398, N13 1.403, S16 1.681
16 S -1.515 0.343 -2.378  N15 1.681, O17 1.418, O18 1.408, C19 1.877
17 O -1.448 -1.059 -2.182  S16 1.418
18 O -2.571 1.000 -3.039  S16 1.408
19 C 0.052 0.830 -3.289  S16 1.877, F20 1.340, F21 1.339, C22 1.573
20 F -0.009 2.156 -3.469  C19 1.340
21 F -0.061 0.216 -4.474  C19 1.339
22 C 1.423 0.475 -2.604  C19 1.573, F23 1.353, F24 1.325, C25 1.561
23 F 1.243 0.439 -1.263  C22 1.353
24 F 2.265 1.461 -2.872  C22 1.325
25 C 2.059 -0.874 -3.066  C22 1.561, F26 1.339, F27 1.332, C28 1.556
26 F 1.100 -1.784 -3.282  C25 1.339
27 F 2.723 -0.650 -4.199  C25 1.332
28 C 3.046 -1.467 -2.021  C25 1.556, F29 1.330, F30 1.334, F31 1.338
29 F 3.748 -2.438 -2.600  C28 1.330
30 F 3.872 -0.517 -1.579  C28 1.334
31 F 2.366 -1.975 -0.987  C28 1.338
32 H -2.081 -0.590 3.093  C1 1.088
33 H -2.538 -2.211 2.442  C1 1.092
34 H -1.587 -2.116 3.902  C1 1.090
35 H 1.352 -0.331 2.199  O3 0.963
36 H -0.867 -1.480 -0.323  N4 1.012
37 H -2.005 4.465 1.044  C8 1.087
38 H -2.056 3.436 2.492  C8 1.090
39 H 0.679 3.564 1.466  C9 1.093
40 H 0.093 3.934 3.062  C9 1.088
41 H 1.105 5.758 1.105  C10 1.092
42 H -0.609 6.082 1.143  C10 1.093
43 H -0.593 6.790 3.389  C11 1.091
44 H 0.895 7.441 2.710  C11 1.094
45 H 1.821 5.371 3.677  O12 0.962
46 C -2.554 -6.121 5.700  N47 1.489, H50 1.083, H51 1.086, H52 1.086
47 N -2.196 -5.287 4.520  C46 1.489, O48 1.218, O49 1.211
48 O -2.721 -4.194 4.409  N47 1.218
49 O -1.397 -5.750 3.736  N47 1.211
50 H -3.271 -5.572 6.298  C46 1.083
51 H -2.969 -7.049 5.321  C46 1.086
52 H -1.635 -6.315 6.245  C46 1.086
53 C 2.035 -3.565 -5.882  N54 1.490, H57 1.084, H58 1.086, H59 1.086
54 N 2.443 -4.519 -6.952  C53 1.490, O55 1.212, O56 1.212
55 O 1.731 -4.611 -7.927  N54 1.212
56 O 3.469 -5.136 -6.760  N54 1.212
57 H 1.109 -3.090 -6.186  C53 1.084
58 H 1.912 -4.140 -4.969  C53 1.086
59 H 2.841 -2.847 -5.771  C53 1.086

These are the Löwdin partial charges, in e, on atoms 1 to 4:
1. C -0.269
2. P 0.905
3. O -0.293
4. N -0.042

=====

- What is the lowest unoccupied orbital energy in the first record?
  0.17 eV

=====

What did the first record say?
Computed, not measured: one molecule with the formula C4H5N3O at a distorted geometry, with ωB97M-V/def2-TZVPD.

Values from the calculation:
Energy relative to the best compared isomer or geometry (same formula, charge and spin) in eV: 3.474
SMILES: C#C/C=N/NC(N)=O
Lowest unoccupied orbital energy in eV: 0.17
E_HOMO in eV: -9.158
E in Ha: -394.839899

Last columns: bonded neighbours and bond lengths (Å).
Cartesian coordinates (Å):
1 C -3.738 0.286 -0.184  C2 1.193, H9 1.079
2 C -2.636 -0.154 -0.063  C1 1.193, C3 1.433
3 C -1.296 -0.650 0.046  C2 1.433, N4 1.273, H10 1.136
4 N -0.248 0.035 0.279  C3 1.273, N5 1.336
5 N 0.870 -0.673 0.098  N4 1.336, C6 1.358, H11 1.004
6 C 2.074 -0.082 -0.119  N5 1.358, N7 1.366, O8 1.235
7 N 2.208 1.278 -0.079  C6 1.366, H12 1.043, H13 1.025
8 O 3.023 -0.863 -0.233  C6 1.235
9 H -4.679 0.770 -0.398  C1 1.079
10 H -1.096 -1.762 -0.068  C3 1.136
11 H 1.020 -1.642 0.314  N5 1.004
12 H 3.133 1.657 0.220  N7 1.043
13 H 1.366 1.800 0.187  N7 1.025

These are the Löwdin partial charges, in e, on atoms 1 to 4:
1. C 0.118
2. C -0.111
3. C -0.177
4. N 0.054